Computed, not measured: one molecule with the formula C6H14Br2Si2 at a distorted geometry, with ωB97M-V/def2-TZVPD.

XYZ file:
```
24
Properties=species:S:1:pos:R:3
C 1.0490 -1.8049 -0.0825
C 2.4798 0.7305 -1.1852
C -0.6761 1.9068 -0.3316
C -2.3626 -0.5055 1.5173
C -0.6295 0.7559 -1.3292
C -1.1808 -0.8315 2.3778
Si 0.9929 -0.2817 -1.4747
Si 0.4361 -1.1375 1.5668
Br 0.9611 -1.3855 -3.4911
Br 2.1933 -0.9679 2.9154
H 0.3203 -2.6182 -0.3938
H 2.0422 -2.2823 -0.1120
H 3.3042 -0.0174 -1.1466
H 2.7678 1.3135 -1.9802
H -1.6379 2.4181 -0.6221
H -0.8123 1.5828 0.7282
H 0.0345 2.5988 -0.4474
H -2.8331 0.4198 1.5281
H -2.1376 -0.6464 0.5544
H -3.0979 -1.2810 1.8335
H -0.6774 1.2698 -2.3375
H -1.4888 0.2699 -1.1792
H -1.3315 -0.9159 3.4697
H 2.2840 1.4099 -0.3781
```

Its total energy is -162289.59299 eV. Its structure (SMILES) is C/C=[Si](/Br)C[Si@@](C)(Br)CC. The value obtained for the HOMO-LUMO gap is 7.80 eV. The multiplicity is 1.